[1]
{"formula": "C52H50CrF5N2O4PSSbTe", "method": "ωB97M-V with the def2-TZVPD basis set", "symbols": ["Cr", "C", "C", "C", "C", "C", "C", "P", "C", "C", "C", "C", "C", "C", "C", "C", "C", "C", "C", "C", "C", "C", "C", "C", "H", "H", "H", "H", "H", "H", "H", "H", "H", "H", "H", "H", "H", "H", "H", "H", "O", "O", "C", "Sb", "C", "C", "H", "H", "H", "H", "H", "H", "H", "H", "H", "F", "C", "C", "F", "C", "F", "C", "S", "C", "F", "C", "F", "O", "C", "N", "C", "C", "O", "N", "Te", "C", "C", "C", "C", "C", "C", "C", "C", "C", "C", "C", "C", "C", "C", "C", "C", "C", "C", "H", "H", "H", "H", "H", "H", "H", "H", "H", "H", "H", "H", "H", "H", "H", "H", "H", "H", "H", "H", "H", "H", "H", "H", "H"], "xyz": [[10.877, 17.794, 14.397], [15.346, 20.717, 17.330], [16.152, 20.070, 16.388], [15.616, 19.413, 15.258], [14.224, 19.399, 15.054], [13.392, 20.056, 15.986], [13.953, 20.695, 17.099], [13.433, 18.546, 13.618], [14.622, 17.196, 13.292], [14.932, 16.880, 11.956], [15.867, 15.889, 11.703], [16.532, 15.215, 12.747], [16.241, 15.595, 14.063], [15.258, 16.542, 14.345], [13.971, 19.712, 12.270], [15.260, 20.215, 12.217], [15.498, 21.404, 11.493], [14.507, 21.982, 10.734], [13.211, 21.403, 10.674], [12.135, 22.000, 9.994], [10.965, 21.276, 9.762], [10.909, 19.941, 10.077], [11.840, 19.408, 10.985], [13.015, 20.153, 11.308], [15.798, 21.175, 18.188], [17.245, 19.967, 16.528], [16.267, 18.960, 14.494], [12.344, 20.064, 15.828], [13.318, 21.196, 17.835], [14.432, 17.395, 11.132], [16.073, 15.595, 10.664], [17.301, 14.470, 12.492], [16.700, 15.071, 14.924], [15.004, 16.820, 15.343], [16.075, 19.695, 12.722], [16.479, 21.893, 11.564], [14.639, 22.926, 10.170], [12.329, 23.031, 9.671], [10.150, 21.778, 9.227], [10.182, 19.270, 9.631], [11.868, 18.137, 11.429], [10.630, 17.608, 12.193], [9.410, 21.491, 16.139], [9.866, 20.738, 14.169], [11.464, 22.186, 13.703], [8.232, 21.334, 12.877], [8.404, 22.009, 16.121], [10.223, 22.173, 16.502], [9.247, 20.631, 16.795], [11.414, 22.900, 14.556], [11.269, 22.672, 12.745], [12.460, 21.726, 13.650], [8.551, 22.057, 12.088], [7.443, 21.740, 13.512], [7.962, 20.367, 12.462], [15.210, 10.989, 7.623], [14.425, 11.861, 8.308], [14.501, 11.882, 9.704], [15.373, 11.084, 10.395], [13.682, 12.740, 10.411], [13.831, 12.782, 11.770], [12.707, 13.567, 9.809], [11.965, 14.774, 10.662], [12.602, 13.419, 8.420], [11.579, 14.081, 7.819], [13.495, 12.656, 7.657], [13.377, 12.641, 6.317], [11.384, 16.923, 18.615], [11.307, 17.178, 17.430], [11.332, 17.480, 16.259], [6.813, 16.789, 14.406], [8.015, 17.687, 14.623], [7.847, 18.879, 15.063], [9.227, 17.151, 14.292], [9.226, 14.374, 13.456], [8.770, 12.377, 12.610], [7.536, 12.191, 11.985], [6.580, 13.297, 11.667], [7.166, 10.898, 11.665], [8.045, 9.813, 11.872], [7.570, 8.444, 11.585], [9.322, 10.065, 12.369], [9.735, 11.354, 12.677], [11.103, 11.554, 13.229], [9.765, 13.713, 15.452], [11.064, 13.866, 15.883], [12.218, 14.211, 14.999], [11.325, 13.745, 17.264], [10.318, 13.491, 18.189], [10.657, 13.427, 19.668], [9.038, 13.269, 17.724], [8.712, 13.412, 16.360], [7.317, 13.187, 15.881], [5.964, 17.447, 14.275], [6.668, 16.178, 15.289], [6.947, 16.127, 13.545], [6.919, 13.939, 10.845], [6.387, 13.957, 12.518], [5.626, 12.851, 11.341], [6.132, 10.687, 11.347], [6.615, 8.522, 11.074], [7.412, 7.885, 12.509], [8.274, 7.883, 10.970], [10.064, 9.260, 12.424], [11.710, 10.712, 12.954], [11.069, 11.603, 14.350], [11.613, 12.461, 12.817], [11.910, 14.535, 13.993], [12.883, 13.364, 14.859], [12.795, 15.002, 15.492], [12.338, 13.930, 17.589], [11.680, 13.727, 19.859], [10.499, 12.457, 20.120], [10.032, 14.140, 20.210], [8.255, 12.980, 18.389], [6.630, 13.023, 16.718], [7.218, 12.312, 15.223], [6.947, 14.021, 15.279]], "atomic_forces_ev_per_a": [[2.150, 1.194, -2.423], [-0.831, -1.000, -1.566], [0.619, -0.759, -0.485], [-0.403, 0.768, 0.572], [0.512, 0.235, 0.382], [1.738, -0.068, 0.079], [0.510, 0.325, 0.382], [-0.211, 0.067, -0.041], [0.135, 0.332, -0.375], [-0.023, -0.245, 0.492], [0.346, -0.685, -0.151], [-0.114, 0.762, -0.254], [0.026, -0.983, 0.566], [0.224, -0.248, -1.316], [0.286, -0.557, -0.345], [-0.787, 0.055, 0.131], [0.453, 0.343, -0.665], [-0.186, 0.692, 0.261], [0.388, -0.459, -0.186], [-0.206, 0.161, -0.152], [0.944, 2.048, -0.841], [0.124, -1.754, 1.308], [-0.279, -0.504, -0.253], [-0.459, 0.611, 0.587], [-0.058, 0.210, 0.324], [-0.650, 0.387, 0.034], [-0.227, 0.105, 0.851], [-0.834, -0.108, 0.020], [-0.023, -0.207, -0.340], [0.114, -0.198, 0.339], [-0.047, 0.192, 0.450], [-0.511, 0.322, 0.349], [-0.094, 0.354, -0.689], [-0.025, -0.055, 0.605], [-0.318, 0.532, 0.112], [-0.341, -0.346, -0.193], [0.192, -0.570, 0.553], [-0.576, -0.382, -0.094], [0.262, -0.365, 0.071], [-0.249, 0.164, 0.496], [-0.436, -0.281, 0.379], [0.987, 0.949, -0.388], [-0.941, 0.974, 0.070], [0.787, -1.359, -0.027], [-0.475, 0.564, 0.619], [0.669, 0.680, 0.050], [1.162, -0.201, 0.015], [-0.803, -0.575, -0.216], [0.368, 0.056, -0.167], [0.321, -0.127, -0.758], [0.015, 0.200, 0.092], [-0.368, -0.024, 0.166], [-0.268, -0.574, 0.614], [-0.080, -0.063, -0.243], [-0.277, 0.108, -0.148], [-0.345, 0.540, 0.146], [0.506, -0.665, 0.165], [0.117, -0.062, 0.593], [-0.541, 0.542, -0.902], [0.169, -0.202, 1.022], [0.009, -0.107, -1.369], [1.568, -1.349, -0.460], [-1.566, 1.467, 1.372], [-0.512, 0.186, -0.500], [1.086, -0.497, -0.143], [-0.931, 0.365, 0.378], [0.151, -0.196, 0.167], [-0.263, 0.061, -1.000], [0.595, 0.683, -1.411], [0.152, -0.888, 3.609], [-0.094, 0.436, -0.077], [3.647, -0.344, -0.736], [-0.508, -0.545, -0.185], [-5.181, -0.956, 0.971], [0.310, 0.339, -0.479], [0.978, 0.862, 0.207], [0.227, -0.173, 0.310], [-0.654, 0.180, -0.089], [0.201, -1.176, 0.176], [-0.224, 1.221, 0.182], [-0.176, -0.474, -0.015], [0.133, -0.229, -0.868], [-1.190, 0.028, 0.585], [0.381, 0.896, 0.563], [-1.344, 0.275, -0.357], [0.380, 0.045, 0.908], [0.168, 0.456, -0.208], [-0.564, 0.070, -0.431], [1.214, -0.311, 0.203], [-0.404, 0.604, -0.237], [-0.428, 0.163, -1.563], [1.269, -0.227, 0.222], [-0.653, -0.270, -0.152], [-0.516, -0.058, -0.081], [-0.162, -0.123, 0.280], [-0.055, 0.230, 0.107], [0.173, -0.133, 0.154], [0.021, -0.071, -0.010], [0.212, 0.246, 0.152], [0.568, 0.133, -0.141], [-0.127, -0.297, -0.173], [0.003, -0.123, 0.042], [-0.020, -0.064, -0.064], [-0.341, 0.077, 0.094], [0.424, -0.511, -0.058], [0.123, 0.150, -0.966], [-0.571, -0.576, 0.489], [0.177, 0.091, 0.381], [0.128, -0.286, 0.030], [-0.105, -0.008, -0.318], [0.124, 0.018, 0.203], [0.235, 0.024, -0.127], [-0.110, -0.417, -0.060], [-0.034, -0.002, 0.012], [-0.468, -0.013, 0.529], [0.089, 0.139, -0.045], [0.278, 0.040, 0.123], [0.039, 0.091, 0.197]], "mulliken_charge": [2.251, -0.798, -0.927, 0.043, 0.875, -0.244, -0.914, 1.534, 0.192, -0.519, -0.581, -0.664, -0.901, -0.496, 0.031, -0.641, -0.987, -0.895, 0.841, -0.842, -0.569, -0.905, -0.056, 1.015, 0.414, 0.312, 0.200, 0.258, 0.392, 0.371, 0.387, 0.353, 0.314, 0.822, 0.343, 0.332, 0.264, 0.273, 0.349, 0.455, -0.248, -0.695, -1.275, 0.813, -1.163, -1.308, 0.350, 0.291, 0.309, 0.482, 0.308, 0.152, 0.293, 0.397, 0.309, -0.319, 0.610, -0.162, -0.323, 0.152, -0.321, 0.188, 0.107, 0.184, -0.293, 0.048, -0.309, -0.775, 0.808, -0.983, -0.938, 0.020, -0.786, 0.134, -0.159, 0.025, 1.239, -1.425, -0.915, 0.887, -1.585, -0.992, 0.828, -0.834, 0.406, 1.243, -1.605, -0.938, 0.900, -1.862, -1.064, 1.005, -1.342, 0.450, 0.145, 0.016, 0.276, 0.266, 0.373, 0.140, 0.345, 0.294, 0.348, 0.298, 0.536, 0.138, -0.344, -0.197, 0.526, 0.322, 0.234, 0.344, 0.416, 0.382, 0.392, 0.411, 0.202, 0.139], "lumo_energy_ha": [0.1366, 0.0600], "multiplicity": 6, "gap_ev": [4.23, 3.41], "total_charge": -2}

---

[2]
{"formula": "C52H51N6O3PRuSSb", "method": "ωB97M-V with the def2-TZVPD basis set", "symbols": ["Ru", "C", "N", "C", "N", "C", "C", "C", "C", "C", "C", "C", "C", "C", "C", "C", "C", "C", "C", "P", "C", "N", "C", "C", "N", "C", "C", "C", "C", "C", "C", "C", "C", "C", "C", "C", "C", "C", "C", "N", "C", "C", "N", "C", "C", "C", "C", "C", "C", "C", "C", "C", "C", "C", "C", "C", "H", "H", "H", "H", "H", "H", "H", "H", "H", "H", "H", "H", "H", "H", "H", "H", "H", "H", "H", "H", "H", "H", "H", "H", "H", "H", "H", "H", "H", "H", "H", "H", "H", "H", "H", "H", "H", "H", "H", "C", "Sb", "C", "C", "H", "H", "H", "H", "H", "H", "H", "H", "H", "C", "S", "O", "O", "O", "H", "H", "H"], "xyz": [[0.530, 0.188, -0.123], [-1.413, -4.603, 1.243], [-0.371, -3.577, 1.085], [-0.589, -2.273, 0.911], [0.595, -1.647, 0.880], [1.602, -2.584, 1.030], [0.994, -3.806, 1.156], [1.579, -5.133, 1.419], [1.220, -6.242, 0.657], [1.807, -7.475, 0.903], [2.751, -7.604, 1.909], [3.110, -6.501, 2.674], [2.528, -5.268, 2.428], [3.020, -2.217, 0.914], [3.472, -0.997, 1.424], [4.809, -0.633, 1.277], [5.688, -1.465, 0.604], [5.237, -2.677, 0.098], [3.915, -3.055, 0.261], [-2.200, -1.449, 0.811], [-2.175, -0.622, -0.809], [-1.341, 0.338, -1.243], [-1.711, 0.647, -2.543], [-2.816, -0.106, -2.857], [-3.072, -0.901, -1.760], [-4.115, -1.939, -1.691], [-3.625, -0.141, -4.090], [-5.010, 0.004, -4.041], [-5.755, 0.005, -5.212], [-5.119, -0.144, -6.436], [-3.739, -0.285, -6.490], [-2.994, -0.280, -5.322], [-1.080, 1.664, -3.414], [0.274, 1.628, -3.736], [0.801, 2.509, -4.676], [-0.011, 3.458, -5.274], [-1.358, 3.516, -4.939], [-1.891, 2.618, -4.028], [-1.663, 0.000, 1.763], [-0.625, 0.812, 1.486], [-0.594, 1.797, 2.479], [-1.598, 1.530, 3.364], [-2.255, 0.410, 2.884], [-3.485, -0.163, 3.461], [-2.002, 2.257, 4.583], [-2.229, 3.631, 4.525], [-2.618, 4.315, 5.667], [-2.774, 3.635, 6.867], [-2.538, 2.269, 6.932], [-2.155, 1.579, 5.791], [0.304, 2.959, 2.569], [0.231, 3.970, 1.615], [0.921, 5.162, 1.807], [1.691, 5.341, 2.948], [1.774, 4.328, 3.898], [1.075, 3.144, 3.716], [-2.289, -4.161, 1.708], [-1.681, -5.019, 0.275], [-1.030, -5.393, 1.880], [0.517, -6.140, -0.163], [1.533, -8.332, 0.301], [3.214, -8.564, 2.095], [3.837, -6.605, 3.468], [2.798, -4.410, 3.033], [2.810, -0.398, 2.046], [5.188, 0.265, 1.737], [6.727, -1.182, 0.496], [5.921, -3.335, -0.422], [3.569, -3.993, -0.155], [-4.365, -2.240, -2.702], [-3.737, -2.803, -1.153], [-5.006, -1.558, -1.197], [-5.510, 0.153, -3.090], [-6.828, 0.131, -5.168], [-5.700, -0.148, -7.349], [-3.244, -0.402, -7.445], [-1.917, -0.394, -5.370], [0.905, 0.850, -3.323], [1.844, 2.435, -4.966], [0.398, 4.143, -6.005], [-2.001, 4.252, -5.403], [-2.947, 2.661, -3.788], [-3.942, 0.588, 4.096], [-4.174, -0.427, 2.665], [-3.253, -1.043, 4.056], [-2.118, 4.161, 3.586], [-2.810, 5.380, 5.617], [-3.080, 4.171, 7.755], [-2.646, 1.742, 7.871], [-1.943, 0.516, 5.852], [-0.452, 3.855, 0.778], [0.828, 5.971, 1.092], [2.209, 6.277, 3.110], [2.373, 4.469, 4.789], [1.110, 2.368, 4.472], [3.840, 1.484, -1.874], [2.358, 2.138, -0.520], [1.822, 3.975, -1.425], [3.469, 2.746, 1.167], [4.789, 1.863, -1.495], [3.619, 1.926, -2.844], [3.864, 0.401, -1.940], [2.700, 4.604, -1.258], [0.941, 4.424, -0.983], [1.663, 3.801, -2.481], [3.657, 3.808, 1.011], [4.400, 2.195, 1.185], [2.914, 2.601, 2.088], [1.258, -1.552, -4.036], [1.192, -1.961, -2.325], [-0.175, -2.239, -1.970], [2.167, -2.951, -2.025], [1.593, -0.575, -1.612], [1.495, -2.478, -4.557], [2.036, -0.809, -4.214], [0.281, -1.169, -4.326]], "atomic_forces_ev_per_a": [[-0.126, -0.590, -0.317], [0.104, 0.081, -0.042], [-0.172, -0.369, 0.150], [0.316, -0.109, -0.064], [0.105, 0.322, -0.259], [-0.028, 0.329, -0.408], [-0.114, -0.393, 0.234], [-0.078, 0.150, -0.088], [0.036, -0.072, -0.203], [-0.082, 0.046, -0.066], [0.068, -0.004, 0.054], [0.009, 0.000, 0.023], [0.029, 0.040, 0.186], [-0.104, 0.196, 0.108], [0.042, 0.001, 0.175], [-0.186, -0.007, 0.027], [0.036, -0.066, -0.063], [0.020, -0.056, -0.002], [0.039, -0.195, -0.154], [-0.119, 0.002, 0.147], [0.016, 0.082, -0.229], [0.323, -0.425, -0.097], [0.226, 0.240, 0.266], [-0.187, -0.220, -0.143], [-0.282, -0.159, -0.084], [0.127, 0.080, -0.012], [0.059, 0.038, 0.156], [-0.101, 0.106, 0.038], [0.012, 0.001, 0.100], [0.012, -0.009, -0.050], [0.033, -0.011, -0.009], [0.104, -0.086, -0.129], [-0.013, -0.006, 0.094], [0.081, -0.123, -0.081], [0.091, -0.057, 0.106], [-0.054, 0.050, -0.005], [-0.008, 0.028, -0.026], [-0.094, 0.124, 0.118], [0.128, 0.264, 0.156], [0.173, 0.273, -0.146], [0.235, -0.280, -0.191], [-0.271, -0.091, 0.134], [-0.376, 0.039, 0.258], [0.140, 0.034, -0.020], [-0.036, -0.082, -0.096], [-0.063, 0.048, -0.044], [0.000, 0.020, -0.043], [-0.005, 0.037, 0.008], [0.012, -0.046, -0.003], [0.115, -0.054, 0.042], [0.003, -0.073, -0.100], [-0.075, 0.093, 0.008], [0.000, -0.043, -0.047], [0.026, -0.028, 0.028], [-0.001, -0.004, 0.005], [0.087, -0.017, 0.073], [-0.019, 0.057, 0.014], [0.032, -0.001, -0.027], [0.036, -0.018, 0.027], [0.011, -0.005, 0.043], [0.004, 0.024, 0.006], [-0.023, 0.014, 0.015], [-0.009, 0.011, -0.033], [0.017, -0.032, -0.030], [0.002, 0.055, -0.058], [-0.021, 0.124, 0.073], [-0.010, -0.016, 0.013], [-0.018, 0.012, 0.016], [0.039, 0.066, 0.062], [0.011, 0.018, -0.042], [0.045, 0.002, 0.021], [-0.025, 0.047, 0.014], [0.013, -0.020, -0.041], [0.023, -0.018, 0.007], [0.018, 0.009, 0.024], [-0.010, 0.001, 0.024], [-0.031, 0.025, 0.004], [-0.040, 0.191, 0.056], [-0.026, 0.008, 0.044], [-0.015, -0.024, 0.002], [0.011, -0.013, 0.014], [0.024, -0.026, -0.026], [-0.004, 0.040, 0.012], [0.010, -0.002, -0.051], [0.038, -0.003, 0.019], [-0.009, -0.017, 0.049], [0.020, -0.048, 0.005], [0.008, -0.007, -0.011], [-0.002, 0.014, -0.044], [-0.038, 0.043, 0.002], [0.046, 0.020, -0.022], [-0.004, -0.037, -0.012], [-0.012, -0.031, -0.007], [-0.037, 0.000, -0.012], [-0.010, 0.033, -0.013], [-0.098, -0.135, -0.008], [0.802, 0.675, -0.054], [-0.151, -0.045, 0.058], [-0.108, 0.008, 0.063], [0.005, -0.003, -0.028], [0.018, -0.027, -0.007], [0.044, 0.001, 0.046], [-0.081, -0.010, -0.021], [0.001, 0.012, 0.034], [-0.005, -0.013, -0.152], [0.001, -0.017, 0.050], [0.085, -0.073, -0.044], [0.034, 0.023, -0.018], [0.121, 0.171, -0.048], [-0.430, -0.473, -0.077], [-0.065, 0.064, 0.021], [0.245, 0.305, 0.016], [-0.742, 0.159, 0.606], [-0.045, 0.003, 0.010], [0.016, -0.163, -0.026], [0.073, -0.007, -0.032]], "mulliken_charge": [1.627, -1.074, 0.352, -0.692, 0.338, -0.859, 1.039, 0.184, -0.257, -0.848, -0.487, -0.900, -0.093, 0.530, -0.276, -0.804, -0.661, -1.055, -0.374, -0.261, -0.799, 0.345, -0.162, 0.712, 0.528, -1.005, -0.070, -0.347, -0.854, -0.489, -0.894, 0.044, 0.173, 0.241, -1.508, -0.611, -0.941, -0.362, -1.556, 1.189, -1.897, 0.822, 0.507, -0.994, -0.055, -0.131, -0.890, -0.478, -0.807, -0.302, 1.494, -0.009, -0.827, -0.677, -0.885, -0.744, 0.443, 0.337, 0.437, 0.449, 0.434, 0.443, 0.459, 0.486, 0.701, 0.677, 0.512, 0.481, 0.606, 0.464, 0.319, 0.378, 0.476, 0.432, 0.439, 0.464, 0.356, 0.728, 0.455, 0.470, 0.471, 0.534, 0.480, 0.397, 0.312, 0.460, 0.458, 0.440, 0.442, 0.464, 0.807, 0.522, 0.479, 0.479, 0.572, -1.189, 0.742, -1.185, -1.045, 0.603, 0.381, 0.191, 0.525, 0.314, 0.409, 0.622, 0.469, 0.108, -0.960, 0.778, -0.481, -0.555, 0.184, 0.576, 0.316, 0.247], "lumo_energy_ha": [-0.3415, -0.4022], "multiplicity": 5, "gap_ev": [5.70, 4.02], "total_charge": 3}

---

Max |F| list, top to bottom, in eV Å⁻¹: 5.36 1.05
Calculated total energy list, top to bottom, in a.u.: -5213.42178 -3640.20304